C10H30BN2O6V as an isolated structure. Source: the OMol25 dataset; level of theory: the ωB97M-V functional and the def2-TZVPD basis.

Summary:
net charge	-2
total energy	-52481.1110	eV
HOMO	0.7	eV
gap between HOMO and LUMO	0.121	hartree

```
50
C10H30BN2O6V the ωB97M-V functional and the def2-TZVPD basis
O -1.077 12.780 -31.751
V -2.631 12.643 -31.298
O -3.361 14.003 -31.088
O -3.651 7.871 -30.200
C -2.555 8.541 -30.691
C -2.312 9.976 -30.107
O -3.405 10.891 -30.184
H -2.641 8.647 -31.786
H -1.610 8.007 -30.454
H -1.492 10.415 -30.703
H -1.927 9.929 -29.072
B -3.911 11.976 -33.385
H -3.281 12.928 -33.296
H -3.221 11.095 -33.087
H -4.694 11.943 -32.534
H -4.404 11.854 -34.415
C 0.958 12.935 -28.647
C -0.349 13.475 -27.988
C -0.192 14.965 -27.797
O -1.367 15.511 -27.228
C -1.148 16.796 -26.741
N -1.505 13.043 -28.781
H 1.862 13.019 -28.038
H 1.197 13.397 -29.606
H 0.847 11.869 -28.855
H -0.481 12.932 -27.045
H 0.127 15.492 -28.704
H 0.686 15.083 -27.145
H -0.422 16.796 -25.913
H -2.033 17.112 -26.177
H -0.888 17.629 -27.400
H -2.320 13.365 -28.266
H -1.508 12.026 -28.722
C -6.440 15.531 -29.344
C -5.732 16.811 -28.943
C -4.729 16.588 -27.804
O -5.384 15.974 -26.702
C -4.498 15.671 -25.633
N -5.076 17.335 -30.135
H -7.244 15.830 -30.019
H -6.827 15.005 -28.471
H -5.803 14.823 -29.869
H -6.420 17.619 -28.680
H -4.261 17.546 -27.531
H -3.945 15.862 -28.051
H -3.600 15.075 -25.812
H -5.122 15.283 -24.833
H -4.108 16.657 -25.336
H -4.316 16.787 -30.529
H -4.606 18.193 -29.849
```